34
Properties=species:S:1:pos:R:3 method="wB97M-V/def2-TZVPD" spin_multiplicity=1 de_lowest_kcal_mol=116.90 smiles=CCc1ccc(O)cc1.Cc1ccccc1 homo_ev=-7.84
C 1.20 3.05 -2.85
C 1.73 3.19 -1.30
C 1.44 2.09 -0.35
C 2.45 1.09 -0.32
C 2.30 -0.06 0.42
C 1.20 -0.06 1.30
O 0.95 -1.30 1.57
C 0.38 1.07 1.41
C 0.38 2.20 0.65
H 1.58 3.93 -3.44
H 0.12 3.41 -2.75
H 1.22 2.05 -3.35
H 2.82 3.35 -1.18
H 1.58 4.13 -0.88
H 3.51 1.20 -0.86
H 3.00 -0.93 0.40
H 0.54 -1.47 2.48
H -0.16 1.15 2.43
H -0.30 2.89 0.51
C -2.27 -1.09 -1.48
C -1.87 -1.85 -0.18
C -1.56 -3.22 -0.15
C -1.05 -3.72 1.14
C -1.18 -2.92 2.26
C -1.55 -1.60 2.18
C -1.81 -0.97 0.90
H -3.30 -0.64 -1.37
H -2.57 -1.69 -2.48
H -1.57 -0.19 -1.85
H -1.61 -3.94 -0.99
H -0.92 -4.81 1.16
H -0.96 -3.58 3.15
H -1.71 -0.89 2.91
H -2.02 0.16 0.90